No. 1
One molecule with the formula C2H3Cl2N2P in a non-equilibrium geometry. Source: the OMol25 dataset; level of theory: ωB97M-V with the def2-TZVPD basis set.

Structure (XYZ):
```
10
Properties=species:S:1:pos:R:3:forces:R:3
N 2.7323 -0.3313 -0.8785 1.1 0.2 -0.6
C 1.7995 -0.2570 -0.2312 0.8 -0.9 -0.6
C 0.5947 -0.3050 0.4817 -2.7 1.2 3.6
N -0.5819 -0.6178 -0.3324 1.5 0.1 0.2
P -1.7069 0.4131 -0.8235 -1.1 1.8 -0.2
Cl -0.4201 2.0733 -0.9807 -0.7 -0.1 -0.1
Cl -2.6865 0.8709 1.0117 0.2 0.2 -0.4
H 0.4947 -1.0486 1.3211 1.1 0.7 -0.7
H 0.5327 0.7676 1.0118 -0.5 -2.4 -1.1
H -0.7584 -1.5652 -0.5801 0.3 -0.7 0.0
```
Positions in Å, forces in eV/Å.

The molecular weight is 156.94 g/mol. Its relative energy (zero: lowest compared OMol25 entry of this formula, charge and spin) is 12.21 kJ/mol. The value obtained for the total energy is -39437.21221 eV. The orbital gap is 10.40 eV.

Here are the natural (NBO) charges for atoms 1 to 6, given in e:
1 N -0.27
2 C 0.25
3 C -0.36
4 N -0.99
5 P 1.10
6 Cl -0.32

***

No. 2
A 2-piece molecular cluster, C2H3Cl2NO2 overall in a non-equilibrium geometry. Source: the OMol25 dataset; level of theory: ωB97M-V with the def2-TZVPD basis set.

Structure (XYZ):
```
10
Properties=species:S:1:pos:R:3:forces:R:3
O 0.3469 -2.6304 0.5176 2.6 -4.0 -0.7
N 0.4141 -1.5349 1.1745 -1.7 3.0 1.5
C 1.3805 -1.0139 1.7520 1.6 -2.1 -1.3
Cl 1.3186 0.4693 2.4530 0.1 1.2 1.5
Cl 3.0187 -1.7600 1.6144 -0.7 0.1 0.2
H 1.2129 -3.1986 0.6794 -1.8 1.4 -0.5
C -0.5883 1.0752 -0.0055 0.3 0.2 1.0
O 0.6034 1.1084 -0.0966 0.1 0.2 -1.0
H -1.0714 1.2450 0.9586 -0.2 0.1 0.5
H -1.2721 0.8781 -0.8054 -0.4 -0.2 -1.1
```
Positions in Å, forces in eV/Å.

The molecular weight is 143.96 g/mol. Its relative energy (zero: lowest compared OMol25 entry of this formula, charge and spin) is 382.29 kJ/mol. The value obtained for the total energy is -32749.06475 eV. The orbital gap is 10.28 eV.

Here are the natural (NBO) charges for atoms 1 to 6, given in e:
1 O -0.47
2 N -0.12
3 C 0.08
4 Cl 0.13
5 Cl -0.08
6 H 0.45

***

No. 3
One molecule with the formula C2H3Cl2OP in a non-equilibrium geometry. Source: the OMol25 dataset; level of theory: ωB97M-V with the def2-TZVPD basis set.

Structure (XYZ):
```
9
Properties=species:S:1:pos:R:3:forces:R:3
O -0.9677 1.3949 -0.7349 -0.2 0.2 0.7
C -0.4485 0.4051 -0.2984 0.2 1.0 -0.6
P -0.0908 -0.9376 -1.4818 -1.1 -0.3 -0.8
C -0.0986 0.1081 1.1721 -0.2 1.4 -1.2
Cl 1.6386 0.2610 1.3255 0.5 -0.2 0.2
Cl -0.9202 1.1102 2.3366 -0.3 0.0 0.0
H 1.0893 -1.4101 -0.9386 0.8 0.1 -0.2
H 0.2177 -0.0423 -2.5643 0.5 -0.6 0.6
H -0.4198 -0.8892 1.1837 -0.1 -1.7 1.2
```
Positions in Å, forces in eV/Å.

The molecular weight is 144.93 g/mol. Its relative energy (zero: lowest compared OMol25 entry of this formula, charge and spin) is 229.34 kJ/mol. The value obtained for the total energy is -38502.42879 eV. The orbital gap is 9.98 eV.

Here are the natural (NBO) charges for atoms 1 to 6, given in e:
1 O -0.50
2 C 0.31
3 P 0.21
4 C -0.35
5 Cl 0.02
6 Cl 0.04

***

No. 4
One molecule with the formula C2H3Cl2P in a non-equilibrium geometry. Source: the OMol25 dataset; level of theory: ωB97M-V with the def2-TZVPD basis set.

Structure (XYZ):
```
8
Properties=species:S:1:pos:R:3:forces:R:3
Cl -1.6693 1.2184 -0.1737 0.1 0.0 -0.4
C -0.4736 -0.1249 -0.3436 1.0 1.0 -1.6
C 0.9370 0.4099 -0.1595 1.3 2.0 1.1
P 2.3792 -0.4225 -0.5156 -2.9 -0.5 -0.3
Cl 3.7696 0.7569 0.2090 1.3 1.2 0.6
H -0.4581 -0.4972 -1.4234 -0.9 -0.1 1.7
H -0.8044 -0.7590 0.4621 0.3 -0.8 -0.3
H 1.0184 1.5328 0.2611 -0.2 -2.8 -0.8
```
Positions in Å, forces in eV/Å.

The molecular weight is 128.93 g/mol. Its relative energy (zero: lowest compared OMol25 entry of this formula, charge and spin) is 108.12 kJ/mol. The value obtained for the total energy is -36455.44144 eV. The orbital gap is 9.19 eV.

Here are the natural (NBO) charges for atoms 1 to 6, given in e:
1 Cl -0.07
2 C -0.42
3 C -0.66
4 P 0.68
5 Cl -0.27
6 H 0.24